(1)
C2H8NO2 | ωB97M-V with the def2-TZVPD basis set

LUMO energy: 4.42 eV
highest occupied orbital energy: -3.11 eV
orbital gap: 7.521 eV
calculated total energy: -7788.599 eV

Structure (ORCA input):
```
! wB97M-V def2-TZVPD RIJCOSX def2/J DEFGRID3
* xyz -1 1
C 0.482 0.821 2.357
O -0.867 0.565 2.059
H 0.934 -0.022 2.884
H 1.051 0.982 1.436
H 0.555 1.731 2.955
N -0.026 -1.534 -2.122
C -0.496 -0.130 -1.746
O -0.468 0.112 -0.445
H 0.840 -1.463 -2.643
H 0.235 -1.956 -1.236
H 0.151 0.563 -2.346
H -1.502 -0.053 -2.232
H -0.888 0.384 1.081
*
```

---

(2)
C2H8NO2 | ωB97M-V with the def2-TZVPD basis set

LUMO energy: -3.50 eV
highest occupied orbital energy: -15.40 eV
orbital gap: 11.904 eV
calculated total energy: -7781.782 eV

Structure (ORCA input):
```
! wB97M-V def2-TZVPD RIJCOSX def2/J DEFGRID3
* xyz 1 1
C -1.356 1.307 1.285
C 0.809 -1.689 -1.555
N 0.067 0.839 1.067
O 1.471 -2.051 -2.631
O 0.639 -0.531 -1.255
H -1.334 1.640 2.375
H -1.475 2.095 0.516
H -2.025 0.364 1.285
H 0.716 -2.465 -0.769
H 0.721 1.583 1.276
H 0.312 0.039 1.609
H 1.436 -1.480 -3.367
H 0.019 0.349 0.163
*
```

---

(3)
C2H8NO2 | ωB97M-V with the def2-TZVPD basis set

LUMO energy: -4.17 eV
highest occupied orbital energy: -14.88 eV
orbital gap: 10.706 eV
calculated total energy: -7782.475 eV

Structure (ORCA input):
```
! wB97M-V def2-TZVPD RIJCOSX def2/J DEFGRID3
* xyz 1 1
N 1.047 0.401 1.781
H 0.236 0.509 1.108
H 0.673 -0.093 2.600
H 1.772 -0.107 1.274
H 1.480 1.279 2.052
O -0.136 1.056 -2.040
C -0.522 0.305 -1.209
O -1.089 0.799 -0.034
C -0.511 -1.192 -1.264
H -1.312 1.721 -0.269
H -0.746 -1.679 -0.324
H 0.413 -1.563 -1.699
H -1.305 -1.436 -1.976
*
```

---

(4)
C2H8NO2 | ωB97M-V with the def2-TZVPD basis set

expectation value of S²: 2.01
LUMO energy (spin up / spin down): -3.50 / -7.25 eV
highest occupied orbital energy (spin up / spin down): -11.65 / -16.22 eV
orbital gap (spin up / spin down): 8.152 / 8.962 eV
calculated total energy: -7773.674 eV

Structure (ORCA input):
```
! wB97M-V def2-TZVPD RIJCOSX def2/J DEFGRID3
* xyz 1 3
C 1.376 -0.233 0.639
C -0.510 0.589 -0.727
N -0.093 0.084 0.632
O -2.585 -0.615 0.318
O -2.360 0.420 -0.526
H 1.820 0.715 0.675
H 1.646 -1.009 1.442
H 1.710 -0.619 -0.320
H -0.499 1.662 -0.762
H -0.173 -0.052 -1.569
H -0.371 0.572 1.411
H -0.637 -0.793 0.902
H -2.995 -1.317 -0.248
*
```

---

(5)
C2H8NO2P | ωB97M-V with the def2-TZVPD basis set

LUMO energy (spin up / spin down): -0.71 / -0.95 eV
highest occupied orbital energy (spin up / spin down): -9.34 / -8.24 eV
orbital gap (spin up / spin down): 8.628 / 7.281 eV
calculated total energy: -17075.558 eV

Structure (ORCA input):
```
! wB97M-V def2-TZVPD RIJCOSX def2/J DEFGRID3
* xyz 0 1
C -0.255 -1.546 0.830
C -0.989 -1.085 -0.434
N 1.630 2.407 -0.539
O -0.471 2.510 1.052
O -0.262 -0.285 -1.248
P 0.002 2.225 -0.286
H -0.882 -2.227 1.399
H 0.671 -2.051 0.563
H -0.016 -0.681 1.448
H -1.950 -0.618 -0.142
H -1.260 -1.976 -1.035
H 2.244 2.225 0.249
H 1.960 1.981 -1.396
H -0.597 2.879 -1.366
*
```

---

(6)
C2H8NO2P | ωB97M-V with the def2-TZVPD basis set

LUMO energy (spin up / spin down): -0.54 / -0.54 eV
highest occupied orbital energy (spin up / spin down): -9.56 / -9.55 eV
orbital gap (spin up / spin down): 9.021 / 9.014 eV
calculated total energy: -17075.409 eV

Structure (ORCA input):
```
! wB97M-V def2-TZVPD RIJCOSX def2/J DEFGRID3
* xyz 0 1
C 2.022 0.266 0.491
C -0.406 -0.813 -0.978
N 0.612 0.281 0.604
O -2.074 -0.743 1.190
O -1.646 1.471 -0.302
P -1.825 -0.153 -0.152
H 2.312 0.879 -0.419
H 2.415 0.801 1.443
H 2.568 -0.772 0.370
H -0.396 -0.432 -2.058
H 0.042 -1.830 -0.684
H 0.130 -0.184 1.301
H -2.802 -0.386 -1.106
H -0.952 1.615 0.300
*
```

---

(7)
C2H8NO2P | ωB97M-V with the def2-TZVPD basis set

LUMO energy: -0.10 eV
highest occupied orbital energy: -9.27 eV
orbital gap: 9.169 eV
structure (SMILES): COP=O.CN
calculated total energy: -17077.039 eV

Structure (ORCA input):
```
! wB97M-V def2-TZVPD RIJCOSX def2/J DEFGRID3
* xyz 0 1
C 1.782 -0.320 0.783
C -1.068 1.537 -0.353
N 1.222 -0.753 -0.526
O -2.561 -2.001 -0.078
O -1.311 0.145 -0.146
P -2.514 -0.769 -0.782
H 2.808 0.171 0.662
H 1.039 0.264 1.272
H 1.915 -1.110 1.614
H -0.038 1.522 -0.548
H -1.261 2.180 0.552
H -1.811 1.758 -1.080
H 1.536 -1.651 -0.878
H 0.263 -0.973 -0.493
*
```

---

(8)
C2H8NO2P | ωB97M-V with the def2-TZVPD basis set

LUMO energy: 0.67 eV
highest occupied orbital energy: -9.70 eV
orbital gap: 10.371 eV
structure (SMILES): CP(C)(=O)NO
calculated total energy: -17076.638 eV

Structure (ORCA input):
```
! wB97M-V def2-TZVPD RIJCOSX def2/J DEFGRID3
* xyz 0 1
C 0.718 -0.149 -1.335
C 0.009 -0.214 1.597
N -1.895 0.603 -0.451
O -0.015 2.253 0.116
O -2.594 -0.531 0.132
P -0.259 0.806 0.042
H 1.361 0.689 -1.666
H 1.356 -0.765 -0.868
H 0.032 -0.539 -2.076
H 0.034 -1.361 1.471
H 0.987 0.157 2.030
H -0.813 0.201 2.281
H -2.397 1.475 -0.263
H -3.290 -0.767 -0.557
*
```

---

(9)
C2H8NO2P | ωB97M-V with the def2-TZVPD basis set

expectation value of S²: 2.01
LUMO energy (spin up / spin down): 0.72 / -2.60 eV
highest occupied orbital energy (spin up / spin down): -6.33 / -10.43 eV
orbital gap (spin up / spin down): 7.056 / 7.833 eV
calculated total energy: -17072.140 eV

Structure (ORCA input):
```
! wB97M-V def2-TZVPD RIJCOSX def2/J DEFGRID3
* xyz 0 3
C 1.591 -0.011 0.302
C -0.853 -1.211 -0.602
N -0.726 1.242 0.588
O -0.361 -0.698 2.173
O -0.834 1.616 -0.969
P -0.161 -0.338 0.798
H 2.304 -0.750 0.063
H 1.459 0.778 -0.500
H 2.011 0.227 1.304
H -0.118 -2.017 -0.773
H -1.876 -1.655 -0.550
H -0.749 -0.435 -1.400
H -1.740 1.243 0.766
H 0.052 2.008 -1.201
*
```

---

(10)
C2H8NO2PS2 | ωB97M-V with the def2-TZVPD basis set

LUMO energy (spin up / spin down): -1.08 / -1.08 eV
highest occupied orbital energy (spin up / spin down): -8.49 / -8.49 eV
orbital gap (spin up / spin down): 7.408 / 7.408 eV
structure (SMILES): COP(S)OC.N=S
calculated total energy: -38745.681 eV

Structure (ORCA input):
```
! wB97M-V def2-TZVPD RIJCOSX def2/J DEFGRID3
* xyz 0 1
C 0.219 -1.871 0.645
C -2.351 1.429 -0.316
N 3.293 0.260 -1.536
O -0.569 -0.982 -0.115
O -1.376 1.099 -1.350
P -0.003 0.247 -0.990
S 0.895 1.325 0.589
S 3.648 -1.052 -0.855
H 0.721 -1.139 1.479
H 1.098 -2.207 0.046
H -0.241 -2.772 1.110
H -2.056 1.248 0.677
H -3.317 0.882 -0.786
H -2.523 2.492 -0.422
H 2.962 0.310 -2.457
H 1.581 2.271 -0.226
*
```

---

(11)
C2H8NO3 | ωB97M-V with the def2-TZVPD basis set

LUMO energy: -3.67 eV
highest occupied orbital energy: -15.81 eV
orbital gap: 12.146 eV
calculated total energy: -9828.826 eV

Structure (ORCA input):
```
! wB97M-V def2-TZVPD RIJCOSX def2/J DEFGRID3
* xyz 1 1
C 1.721 0.848 -0.052
C -0.730 0.336 0.000
N 0.433 0.557 -0.686
O -1.828 0.180 -0.680
O -0.862 0.578 1.286
O -0.872 -2.021 0.155
H 1.483 1.681 0.780
H 2.081 0.049 0.507
H 2.482 1.194 -0.723
H 0.605 0.114 -1.631
H -0.692 -2.935 0.653
H -1.854 0.523 -1.553
H -0.133 0.857 1.873
H -1.836 -1.961 0.071
*
```

---

(12)
C2H8NOPS | ωB97M-V with the def2-TZVPD basis set

LUMO energy: 0.66 eV
highest occupied orbital energy: -9.12 eV
orbital gap: 9.781 eV
structure (SMILES): CS[P@@](C)(N)=O
calculated total energy: -25865.307 eV

Structure (ORCA input):
```
! wB97M-V def2-TZVPD RIJCOSX def2/J DEFGRID3
* xyz 0 1
C 1.539 -1.206 0.930
C -2.462 0.669 0.137
N 1.241 0.290 -1.498
O 0.216 1.559 0.750
P 0.521 0.041 0.002
S -1.449 -0.807 -0.374
H 0.975 -2.090 0.986
H 2.450 -1.427 0.208
H 1.866 -0.794 1.838
H -3.508 0.409 0.172
H -2.336 1.343 -0.623
H -1.981 0.819 1.017
H 0.733 0.976 -2.050
H 2.195 0.219 -1.497
*
```

---

(13)
C2H8NOPS | ωB97M-V with the def2-TZVPD basis set

LUMO energy: 0.06 eV
highest occupied orbital energy: -9.00 eV
orbital gap: 9.065 eV
calculated total energy: -25864.006 eV

Structure (ORCA input):
```
! wB97M-V def2-TZVPD RIJCOSX def2/J DEFGRID3
* xyz 0 1
C -0.470 2.002 0.562
C 0.805 -1.298 -1.542
N -0.580 0.594 -0.117
O 0.449 -1.813 1.673
P 0.885 -0.186 -0.090
S 2.547 0.515 0.357
H 0.133 2.477 -0.222
H -1.443 2.511 0.747
H 0.055 1.891 1.579
H 1.442 -2.128 -1.279
H -0.304 -1.608 -1.679
H 1.249 -0.748 -2.334
H -1.398 0.052 0.150
H 0.790 -1.266 2.378
*
```

---

(14)
C2H8NOS | ωB97M-V with the def2-TZVPD basis set

LUMO energy: 4.24 eV
highest occupied orbital energy: -3.27 eV
orbital gap: 7.507 eV
calculated total energy: -16577.657 eV

Structure (ORCA input):
```
! wB97M-V def2-TZVPD RIJCOSX def2/J DEFGRID3
* xyz -1 1
C 0.960 -0.642 -0.594
O 0.460 -1.765 0.085
C -0.137 0.290 -1.145
N -0.187 1.539 -0.387
H 1.598 -0.020 0.042
H 1.587 -1.030 -1.406
H -0.030 -1.441 0.900
H 0.068 0.551 -2.186
H -1.066 -0.267 -1.113
H -0.401 1.346 0.588
H -0.922 2.145 -0.719
S -0.916 -0.122 2.341
H -1.015 -0.584 3.594
*
```

---

(15)
C2H8NOS | ωB97M-V with the def2-TZVPD basis set

LUMO energy: 4.29 eV
highest occupied orbital energy: -2.67 eV
orbital gap: 6.960 eV
calculated total energy: -16577.521 eV

Structure (ORCA input):
```
! wB97M-V def2-TZVPD RIJCOSX def2/J DEFGRID3
* xyz -1 1
C -0.987 -1.930 0.159
S -2.232 -0.606 0.105
H -0.420 -2.017 -0.771
H -1.478 -2.879 0.300
H -0.243 -1.867 0.964
N 1.364 0.849 0.685
C 0.890 1.216 -0.624
O -0.299 1.977 -0.626
H 1.273 1.626 1.325
H 0.754 0.126 1.046
H 0.736 0.286 -1.180
H 1.610 1.840 -1.171
H -0.969 1.379 -0.212
*
```

---

(16)
C2H8NS | ωB97M-V with the def2-TZVPD basis set

LUMO energy: 4.21 eV
highest occupied orbital energy: -2.71 eV
orbital gap: 6.924 eV
calculated total energy: -14529.532 eV

Structure (ORCA input):
```
! wB97M-V def2-TZVPD RIJCOSX def2/J DEFGRID3
* xyz -1 1
S 0.486 1.338 2.523
H 1.224 2.027 1.516
C -0.017 0.219 -1.325
C -0.646 -0.607 -0.212
N 0.386 -1.188 0.625
H -0.583 0.302 -2.315
H 0.918 -0.180 -1.719
H 0.074 1.266 -1.025
H -1.175 -1.423 -0.740
H -1.512 0.032 0.222
H -0.131 -1.417 1.484
H 0.977 -0.370 0.965
*
```

---

(17)
C2H8NS | ωB97M-V with the def2-TZVPD basis set

LUMO energy: 4.24 eV
highest occupied orbital energy: -2.41 eV
orbital gap: 6.650 eV
calculated total energy: -14529.514 eV

Structure (ORCA input):
```
! wB97M-V def2-TZVPD RIJCOSX def2/J DEFGRID3
* xyz -1 1
N -0.934 0.462 -2.645
H -1.514 -0.409 -2.552
H -1.517 1.172 -3.130
H -0.798 0.832 -1.736
C 1.312 -0.449 1.397
C -0.139 -0.188 1.209
S -0.601 1.580 1.283
H 1.676 -1.546 1.317
H 1.949 0.034 0.638
H 1.608 0.057 2.292
H -0.375 -0.578 0.102
H -0.665 -0.967 1.826
*
```

---

(18)
C2H8NS | ωB97M-V with the def2-TZVPD basis set

LUMO energy: 4.31 eV
highest occupied orbital energy: -2.33 eV
orbital gap: 6.635 eV
calculated total energy: -14529.962 eV

Structure (ORCA input):
```
! wB97M-V def2-TZVPD RIJCOSX def2/J DEFGRID3
* xyz -1 1
N -1.411 -0.716 -2.664
H -1.023 0.219 -2.758
H -1.381 -0.865 -1.657
H -0.666 -1.321 -2.998
C 0.569 1.124 1.389
C 0.467 -0.393 1.259
S 1.585 -1.070 -0.009
H 0.390 1.576 0.407
H 1.558 1.398 1.745
H -0.232 1.526 2.020
H -0.568 -0.650 1.034
H 0.712 -0.828 2.232
*
```